[1]
{
  "formula": "C25H64N6O9",
  "method": "ωB97M-V/def2-TZVPD",
  "species": ["C", "O", "C", "C", "N", "C", "C", "O", "C", "H", "H", "H", "H", "H", "H", "H", "H", "H", "H", "H", "H", "H", "H", "H", "C", "O", "C", "C", "N", "C", "C", "O", "C", "H", "H", "H", "H", "H", "H", "H", "H", "H", "H", "H", "H", "H", "H", "H", "C", "O", "C", "C", "N", "C", "C", "O", "C", "H", "H", "H", "H", "H", "H", "H", "H", "H", "H", "H", "H", "H", "H", "H", "C", "O", "C", "C", "N", "C", "C", "O", "C", "H", "H", "H", "H", "H", "H", "H", "H", "H", "H", "H", "H", "H", "H", "H", "N", "C", "N", "O", "H", "H", "H", "H"],
  "positions_angstrom": [[1.2603, -1.8116, 4.4104], [1.0740, -0.4249, 4.2411], [1.3229, 0.4133, 5.3636], [0.8053, 1.8012, 4.9393], [1.3460, 2.7550, 5.8656], [1.1029, 4.1571, 5.6346], [1.9379, 5.1168, 6.5422], [3.3217, 5.2535, 6.1798], [4.2191, 5.6850, 7.1458], [2.3220, -2.0237, 4.5363], [1.1195, -2.3293, 3.4615], [0.6741, -2.3686, 5.1412], [2.3989, 0.5021, 5.5134], [0.8919, 0.1445, 6.3280], [-0.2337, 1.8358, 4.6115], [1.2573, 1.9596, 3.9602], [2.1967, 2.5065, 6.3501], [0.0664, 4.4705, 5.7585], [1.4915, 4.4825, 4.6695], [1.7847, 4.7971, 7.5729], [1.5748, 6.1190, 6.3142], [3.6534, 6.2420, 7.8926], [5.0181, 6.3657, 6.8521], [4.4364, 4.7262, 7.6165], [1.4407, 0.0890, -1.9777], [2.8330, 0.3822, -2.3501], [2.9322, 0.9064, -3.7488], [2.6618, 2.3587, -3.7291], [3.7422, 3.1938, -3.2893], [3.3489, 4.5461, -3.0910], [4.0434, 5.2386, -1.9202], [3.6322, 4.7248, -0.6324], [3.8171, 5.6340, 0.4169], [0.7790, 0.8264, -2.4320], [1.1422, 0.1958, -0.9348], [1.1348, -0.9406, -2.1633], [2.2586, 0.3466, -4.3977], [3.9481, 0.7129, -4.0934], [1.7027, 2.4829, -3.2264], [2.4270, 2.7998, -4.6979], [4.0118, 2.7245, -2.4365], [2.2636, 4.6234, -3.0249], [3.5994, 5.1086, -3.9904], [3.8949, 6.3170, -1.9760], [5.1096, 5.0135, -1.9446], [3.8382, 5.0407, 1.3310], [2.9897, 6.3428, 0.3819], [4.8090, 6.0570, 0.2578], [-0.4935, -5.7232, -5.0526], [-0.1719, -5.8160, -6.3908], [1.1725, -5.6223, -6.7551], [1.9610, -6.9315, -6.7618], [2.3413, -7.2461, -5.3796], [2.8869, -8.6158, -5.2460], [2.8208, -8.9570, -3.7500], [1.5139, -8.6181, -3.1978], [1.2765, -9.1295, -1.8725], [-0.0778, -4.7785, -4.7021], [0.0527, -6.4449, -4.4452], [-1.5528, -5.6357, -4.8112], [1.7624, -5.0104, -6.0728], [1.2480, -5.1946, -7.7548], [2.8720, -6.7477, -7.3313], [1.4264, -7.7538, -7.2373], [1.7118, -7.1332, -4.5979], [3.9101, -8.6072, -5.6215], [2.3208, -9.3168, -5.8595], [3.6195, -8.4530, -3.2057], [3.1876, -9.9831, -3.7741], [1.0243, -10.1896, -1.8992], [0.3835, -8.5888, -1.5589], [1.9597, -8.9407, -1.0444], [-8.2001, 1.0284, 4.0485], [-7.4959, 1.5558, 2.9227], [-6.0828, 1.3346, 3.1360], [-5.3905, 2.3139, 2.1932], [-5.8259, 2.0307, 0.8151], [-5.4268, 3.0496, -0.1663], [-3.9530, 3.1223, -0.3479], [-3.4057, 3.9291, 0.7817], [-1.9683, 4.1141, 0.5542], [-8.1364, -0.0442, 3.8656], [-9.2189, 1.2203, 3.7120], [-7.9414, 1.3479, 5.0580], [-5.7623, 0.3222, 2.8902], [-5.6998, 1.4975, 4.1435], [-4.3099, 2.1716, 2.1974], [-5.4736, 3.3561, 2.5014], [-6.8139, 1.8271, 0.7663], [-5.8440, 4.0428, -0.0005], [-5.9171, 2.8234, -1.1132], [-3.6688, 3.7945, -1.1575], [-3.4287, 2.1692, -0.4174], [-1.3346, 3.3436, 0.9934], [-1.8235, 5.0871, 1.0237], [-1.7363, 4.3705, -0.4795], [-3.3415, -1.3635, -0.0248], [-3.5560, -2.4619, -0.6847], [-4.1044, -2.0949, -1.8040], [-3.2733, -3.6090, -0.4512], [-4.0329, -0.6399, -0.1604], [-2.6690, -1.3246, 0.7278], [-4.4252, -2.8463, -2.3979], [-4.2974, -1.1309, -2.0352]],
  "atomic_forces_ev_per_a": [[1.2, -0.5, -0.8], [-0.9, -0.5, 0.7], [-0.5, 0.7, -1.0], [2.1, -0.6, -0.9], [-1.5, 0.7, 1.1], [2.4, 0.8, 0.4], [-0.1, 0.1, -0.6], [-0.8, -0.7, -2.4], [-1.6, -0.6, 1.9], [0.3, 0.0, 0.8], [-0.6, 0.4, -0.3], [-0.2, 0.6, 0.4], [0.3, -0.1, 0.1], [-0.4, -0.6, -0.1], [-0.5, 0.1, 1.3], [0.5, 0.0, -0.5], [-0.1, 0.1, -0.5], [-0.1, -0.3, -0.1], [-0.5, -0.2, -0.8], [0.3, 0.3, 0.3], [-0.8, 0.1, 0.7], [0.0, 0.3, 0.4], [0.1, -0.7, -0.7], [1.5, 0.4, 0.6], [0.4, 0.6, -0.3], [-1.3, -0.1, -0.5], [0.3, -1.2, 1.4], [-1.1, 1.2, -1.8], [0.6, -1.9, 1.2], [0.0, 1.0, 0.4], [0.0, -0.8, 0.7], [-0.7, -0.7, -1.4], [0.4, -0.6, -0.5], [-0.1, -0.3, -0.6], [1.3, 0.3, 0.5], [0.2, 0.0, -0.8], [-0.2, 0.1, 0.1], [0.1, -0.2, 0.3], [-0.1, 0.4, 0.8], [-0.2, -0.7, -0.7], [0.5, 0.6, 0.6], [-0.3, 0.2, 0.5], [0.2, 0.2, -0.1], [-0.1, 0.1, 0.0], [0.3, 0.3, -0.5], [-0.2, 0.3, 0.1], [0.3, 0.5, 0.4], [0.0, 0.7, 0.5], [1.4, 1.3, 1.4], [-0.7, -0.1, -1.6], [0.7, -1.1, -0.2], [-0.2, 0.6, 1.3], [1.3, -1.2, -0.5], [-0.8, 2.0, 0.7], [0.5, 0.0, -0.8], [1.9, -1.2, 0.3], [-1.3, 0.4, -0.4], [0.0, 0.5, 0.4], [-0.7, -0.5, 0.1], [0.0, -0.6, -0.6], [-0.4, 0.6, 0.3], [-0.5, 0.2, 0.0], [0.2, -0.1, -0.1], [-0.3, 0.0, -0.2], [-0.6, 0.3, -0.8], [0.2, -0.3, 0.2], [-0.2, -0.3, 0.1], [-0.2, 0.6, 0.1], [-1.0, -0.8, 0.9], [0.2, -0.1, -0.1], [-0.2, -0.2, 0.0], [0.9, 0.2, -0.6], [-1.3, -1.0, -2.6], [1.9, 0.2, 1.9], [0.3, 1.2, -1.4], [0.5, -0.8, -0.5], [0.5, 0.4, -0.2], [-1.1, -0.8, -0.2], [1.0, 2.2, 1.3], [1.3, -1.5, -1.3], [-1.7, 1.6, 0.8], [0.2, -0.5, 1.1], [-0.4, 0.4, 1.0], [0.2, 0.2, -0.3], [-0.4, -0.3, -0.3], [-0.6, 0.3, 0.4], [0.1, -0.3, 0.3], [-0.7, 0.2, 0.0], [-0.1, 0.3, 0.1], [0.3, 0.4, 0.7], [0.2, -0.5, -0.2], [-0.4, -0.6, -0.8], [-0.2, -0.2, 0.0], [-0.1, -0.1, -0.2], [0.6, -0.2, 0.5], [-0.1, -0.7, -0.4], [1.4, 3.2, 3.9], [0.5, -1.6, -0.5], [-2.7, -0.3, -4.7], [0.7, -1.3, 1.0], [0.6, 0.2, 0.6], [-0.6, 0.0, 0.1], [-0.1, 0.4, -0.1], [0.1, -0.5, -0.2]],
  "mulliken_charge": [-0.846, -0.206, -0.582, -0.472, -0.283, -0.380, -0.766, -0.302, -0.736, 0.320, 0.275, 0.311, 0.310, 0.357, 0.298, 0.262, 0.238, 0.310, 0.230, 0.457, 0.352, 0.326, 0.240, 0.290, -0.702, -0.371, -0.642, -0.386, -0.407, -0.503, -0.642, -0.265, -0.749, 0.250, 0.269, 0.277, 0.370, 0.326, 0.246, 0.409, 0.275, 0.326, 0.292, 0.479, 0.322, 0.221, 0.265, 0.336, -0.487, -0.375, -0.625, -0.551, -0.303, -0.710, -0.564, -0.327, -0.818, 0.297, 0.054, 0.300, 0.378, 0.376, 0.320, 0.409, 0.335, 0.307, 0.349, 0.330, 0.414, 0.303, 0.257, 0.334, -0.847, -0.320, -0.549, -0.533, -0.237, -0.998, -0.363, -0.343, -0.799, 0.356, 0.276, 0.289, 0.294, 0.412, 0.267, 0.333, 0.287, 0.359, 0.481, 0.488, 0.272, 0.267, 0.294, 0.329, -0.299, 0.666, -0.389, -0.649, 0.131, 0.180, 0.201, 0.145],
  "homo_ev": -8.36,
  "e_above_lowest_kj_mol": 546.7,
  "lumo_ev": 0.337,
  "smiles": "COCCNCCOC.COCCNCCOC.COCCNCCOC.COCCNCCOC.NC(N)=O",
  "total_energy_ha": -1996.28574,
  "gap_ev": 8.699
}


[2]
{
  "formula": "C25H64O11Sr",
  "method": "ωB97M-V/def2-TZVPD",
  "species": ["Sr", "C", "O", "O", "O", "C", "C", "C", "O", "H", "H", "H", "H", "H", "H", "H", "H", "C", "C", "C", "O", "H", "H", "H", "H", "H", "H", "H", "H", "C", "C", "C", "O", "H", "H", "H", "H", "H", "H", "H", "H", "C", "C", "C", "O", "H", "H", "H", "H", "H", "H", "H", "H", "C", "C", "C", "O", "H", "H", "H", "H", "H", "H", "H", "H", "C", "C", "C", "O", "H", "H", "H", "H", "H", "H", "H", "H", "C", "C", "C", "O", "H", "H", "H", "H", "H", "H", "H", "H", "C", "C", "C", "O", "H", "H", "H", "H", "H", "H", "H", "H"],
  "positions_angstrom": [[-2.3777, 6.6832, 0.4130], [-1.3274, 4.9705, -1.9033], [-1.0141, 4.2729, -2.9052], [-2.1686, 4.6218, -1.0508], [-0.7466, 6.0102, -1.4835], [-3.0672, 10.7983, -1.8730], [-2.3787, 9.5528, -2.4738], [-1.0153, 9.8633, -3.0866], [-2.2181, 8.5673, -1.5435], [-3.0416, 11.5352, -2.6757], [-2.5667, 11.2705, -1.0277], [-4.1124, 10.6138, -1.6249], [-2.9686, 9.2075, -3.3228], [-0.9464, 10.8590, -3.5249], [-0.7188, 9.2681, -3.9503], [-0.2306, 9.7658, -2.3364], [-1.6627, 7.8548, -1.8683], [-0.6726, 7.5694, -6.2176], [-1.1200, 6.4114, -5.3617], [-2.5461, 5.8739, -5.7358], [-0.2878, 5.3674, -5.4767], [-0.6196, 7.1969, -7.2406], [0.3158, 7.9852, -6.0223], [-1.4789, 8.2935, -6.1007], [-1.1674, 6.8066, -4.3469], [-2.5539, 5.3532, -6.6933], [-3.2302, 6.7187, -5.8160], [-2.9318, 5.1552, -5.0128], [-0.4274, 4.8433, -4.6846], [0.2751, 0.6820, -5.9725], [-0.4522, 1.8859, -5.4064], [-1.8494, 2.0449, -6.0135], [-0.4647, 1.7614, -4.0119], [-0.1911, -0.2646, -5.6991], [1.3051, 0.5772, -5.6315], [0.2610, 0.6185, -7.0606], [0.1458, 2.7808, -5.5789], [-2.4621, 1.1437, -6.0345], [-1.7091, 2.3866, -7.0390], [-2.4416, 2.8366, -5.5545], [-0.6202, 2.5965, -3.5648], [2.2931, 3.4324, -1.9130], [1.4033, 3.2765, -0.6836], [2.0391, 2.5129, 0.4292], [1.1919, 4.6168, -0.1601], [2.3541, 2.4807, -2.4409], [3.3152, 3.6607, -1.6108], [1.9903, 4.1751, -2.6511], [0.4592, 2.8226, -0.9847], [3.0613, 2.8585, 0.5840], [2.1645, 1.4629, 0.1650], [1.4147, 2.6168, 1.3165], [0.5862, 5.0937, -0.7322], [-1.3788, 1.1179, 0.0016], [-2.6351, 1.3419, 0.8286], [-2.6602, 0.5729, 2.1190], [-2.7304, 2.7083, 1.0987], [-1.4723, 1.6273, -0.9576], [-1.1476, 0.0726, -0.2034], [-0.5444, 1.6512, 0.4572], [-3.4649, 0.9924, 0.2143], [-2.5275, -0.5022, 1.9978], [-3.6044, 0.7721, 2.6260], [-1.8126, 0.8573, 2.7426], [-2.4054, 3.1846, 0.3312], [2.0701, 7.7732, -3.5382], [2.4914, 7.6580, -2.0338], [3.5709, 8.6895, -1.6885], [1.3849, 7.8394, -1.2177], [1.5784, 8.7290, -3.7189], [1.4669, 6.9868, -3.9918], [3.0117, 7.8325, -4.0842], [2.8804, 6.6466, -1.9156], [3.3279, 9.6959, -2.0295], [4.5617, 8.4570, -2.0786], [3.7046, 8.8860, -0.6247], [0.7320, 7.1386, -1.2833], [-4.8129, 6.8316, -3.0325], [-5.5637, 7.1213, -1.7453], [-7.0410, 6.6193, -1.7084], [-4.7894, 6.4105, -0.7171], [-5.0285, 7.5263, -3.8443], [-5.1094, 5.8605, -3.4288], [-3.7286, 6.7708, -2.9391], [-5.5038, 8.1927, -1.5540], [-7.3465, 6.9244, -0.7076], [-7.0868, 5.5316, -1.7628], [-7.6805, 7.0270, -2.4913], [-4.8556, 5.4832, -0.9562], [-6.6771, 2.5016, -2.3206], [-5.1015, 2.4922, -2.2443], [-4.4234, 2.5205, -3.5796], [-4.7542, 3.6738, -1.5485], [-6.9813, 1.5241, -2.6948], [-7.0028, 3.3894, -2.8626], [-7.1165, 2.6265, -1.3309], [-4.7497, 1.6856, -1.6009], [-3.3493, 2.6646, -3.4629], [-4.7990, 3.3682, -4.1526], [-4.4836, 1.5749, -4.1184], [-3.7955, 3.6259, -1.5321]],
  "atomic_forces_ev_per_a": [[-0.1, -0.3, -0.5], [0.8, -1.7, -0.3], [0.0, 0.6, -0.5], [-4.0, -2.5, 1.8], [2.4, 4.2, -0.9], [0.2, -0.3, -0.7], [0.5, 1.8, -1.5], [0.7, 0.8, -0.3], [-0.6, -1.5, 2.2], [-0.2, 0.1, 0.0], [0.2, -0.4, 0.1], [0.1, -0.1, 0.1], [-0.7, -0.1, 0.0], [-0.2, 0.4, 0.3], [-0.3, -0.7, 0.3], [0.0, 0.0, 0.1], [0.7, -0.4, -0.6], [-0.6, -0.5, -0.7], [-2.3, 0.9, -0.1], [0.2, 1.1, 0.0], [2.4, -1.6, -0.2], [-0.2, 0.2, -0.3], [-0.1, -0.1, 0.6], [0.3, 0.5, -0.4], [0.0, -0.2, 0.6], [0.4, 0.1, -0.2], [-0.4, 0.0, 0.1], [0.2, 0.2, 0.3], [0.1, -0.6, 0.8], [0.0, -0.8, -0.3], [0.0, 0.3, 0.2], [0.2, 0.6, -0.5], [-0.1, -1.5, 0.7], [-0.4, 0.1, 0.5], [0.0, 0.4, 0.0], [0.1, 0.5, -0.2], [-0.1, 0.2, -0.8], [0.2, -0.2, 0.2], [-0.1, -0.1, -0.3], [0.2, 0.0, 0.3], [-0.3, 0.7, 0.1], [0.5, -0.9, -0.1], [0.1, 2.0, -0.8], [0.4, -0.6, -0.1], [0.3, -1.0, 0.6], [-0.1, -0.2, -0.2], [0.1, 0.2, 0.2], [-0.4, 0.1, 0.3], [-0.1, 0.1, 0.0], [-0.1, 0.4, 0.4], [-0.3, -0.2, 0.0], [0.3, -0.1, 0.1], [-0.2, 0.2, -0.3], [0.2, 0.3, -0.2], [0.8, -0.7, -0.8], [0.3, -0.1, 0.5], [-0.5, 0.3, 0.7], [-0.3, -0.1, -0.3], [0.1, 0.0, 0.2], [0.1, -0.5, 0.4], [-0.5, 0.1, -0.1], [-0.3, -0.1, -0.4], [0.1, -0.1, 0.2], [-0.1, 0.4, 0.2], [0.1, 0.5, -0.5], [1.1, 0.6, 0.3], [-0.3, -0.4, -1.6], [0.0, 0.6, 0.3], [-0.2, 1.2, 1.2], [-0.1, 0.1, 0.2], [0.0, -0.3, 0.5], [0.1, -0.2, -0.4], [0.3, -0.2, 0.3], [-0.3, 0.0, -0.5], [-0.1, -0.3, -0.2], [-0.2, -0.7, 0.3], [-0.1, -0.6, -0.5], [-0.4, -0.4, -1.1], [0.7, -1.1, -0.4], [1.3, 0.5, 0.6], [-0.7, 1.4, 0.2], [-0.1, 0.3, 0.1], [0.0, -0.2, 0.1], [0.0, 0.3, 0.4], [0.0, -0.1, 0.5], [-0.6, -0.1, -0.1], [0.2, 0.0, 0.0], [0.1, 0.2, 0.1], [0.0, -0.9, -0.2], [1.6, -0.3, 0.6], [-1.9, 0.5, 0.6], [0.5, -0.4, -0.3], [-0.3, 0.3, 0.1], [-0.4, 0.3, -0.5], [0.0, -0.4, -0.6], [0.3, -0.2, 0.2], [-0.2, -0.6, -0.3], [0.1, 0.2, 0.2], [-0.1, -0.1, -0.3], [-0.4, 0.0, -0.2], [1.0, 0.9, 0.4]],
  "lowdin_spin": [0.753, 0.003, 0.002, 0.024, 0.024, 0.006, 0.003, 0.001, 0.046, 0.000, 0.003, 0.002, 0.000, 0.000, 0.000, 0.000, 0.002, 0.000, 0.000, 0.000, 0.000, 0.000, 0.000, 0.000, 0.000, 0.000, 0.000, 0.000, 0.000, 0.000, 0.000, 0.000, 0.000, 0.000, 0.000, 0.000, 0.000, 0.000, 0.000, 0.000, 0.000, 0.000, 0.001, 0.000, 0.011, 0.000, 0.000, 0.000, 0.000, 0.000, 0.000, 0.000, 0.001, 0.000, 0.001, 0.000, 0.021, 0.000, 0.000, 0.000, 0.000, 0.000, 0.000, 0.000, 0.002, 0.000, 0.001, 0.000, 0.011, 0.000, 0.000, 0.000, 0.000, 0.000, 0.000, 0.000, 0.001, 0.002, 0.006, 0.002, 0.052, 0.000, 0.000, 0.001, 0.002, 0.001, 0.000, 0.000, 0.002, 0.000, 0.000, 0.000, 0.003, 0.000, 0.000, 0.000, 0.000, 0.000, 0.000, 0.000, 0.000],
  "homo_ev": [-1.31, -6.25],
  "lumo_ev": [2.525, 2.529],
  "total_energy_ha": -1849.40372,
  "gap_ev": [3.834, 8.777],
  "charge": -1,
  "spin_multiplicity": 2
}


Number 1: largest force on an atom 5.4 eV Å⁻¹. Number 2: largest force on an atom 5.1 eV Å⁻¹.